Entry from OMol25: C3H4BrF in the gas phase in a non-equilibrium geometry (ωB97M-V with the def2-TZVPD basis set).

Results
Energy in Ha: -2790.5449
SMILES: C=C(F)CBr
LUMO energy in eV: 0.368
E_HOMO in eV: -10.1
ΔE to the lowest compared entry with this formula, charge and spin in kcal per mole: 11.9
HOMO-LUMO gap in eV: 10.44

```
9
Properties=species:S:1:pos:R:3:mulliken_charge:R:1
C 1.0851 -0.1697 -0.8811 -0.7688
C 0.2668 0.4448 -0.1029 0.5384
C -0.6614 -0.1865 0.8207 -0.5872
F 0.2837 1.7961 0.0130 -0.2548
Br -2.4919 -0.2223 -0.0588 -0.1299
H 1.5496 0.2247 -1.7498 0.3141
H 1.1137 -1.2602 -0.9315 0.2213
H -0.2411 -1.1634 1.1761 0.3588
H -0.9044 0.5365 1.7143 0.3080
```


Entry from OMol25: a molecular structure, C5H6Br2O in a non-equilibrium geometry (ωB97M-V with the def2-TZVPD basis set).

Results
Energy in Ha: -5417.2163
LUMO energy (alpha / beta) in eV: -0.419 / -0.217
E_HOMO (alpha / beta) in eV: -7.5 / -7.8
ΔE to the lowest compared entry with this formula, charge and spin in kcal per mole: 40.7
HOMO-LUMO gap (alpha / beta) in eV: 7.05 / 7.63

```
14
Properties=species:S:1:pos:R:3:mulliken_charge:R:1
C 1.4083 0.9122 -1.6557 -0.5250
C 0.8320 0.1920 -0.8664 0.0202
C -1.3582 -0.4598 0.1047 -1.2505
C 0.3328 1.9609 1.3903 -0.3616
C 0.1216 -0.3447 0.1891 0.6288
O 0.7053 -1.0931 1.1423 -0.4762
Br -1.4135 2.4107 1.9899 -0.1198
Br 1.0734 3.1639 0.1318 -0.1049
H 1.9022 1.3529 -2.4718 0.4702
H -1.8228 -0.1018 1.0240 0.2869
H -1.7372 0.1164 -0.7342 0.3275
H -1.6367 -1.5063 -0.0112 0.3789
H 1.0043 1.8214 2.2305 0.3553
H 1.6665 -1.0177 1.1138 0.3701
```


Entry from OMol25: a molecular structure, C4H6N2O8S2Zn in a non-equilibrium geometry (ωB97M-V with the def2-TZVPD basis set).

Results
Total charge: -1
Energy in Ha: -3443.1537
LUMO energy (alpha / beta) in eV: 2.214 / -0.458
<S²>: 0.7617
E_HOMO (alpha / beta) in eV: -4.2 / -4.2
ΔE to the lowest compared entry with this formula, charge and spin in kcal per mole: 13.1
HOMO-LUMO gap (alpha / beta) in eV: 6.42 / 3.72
Multiplicity: 2

```
23
Properties=species:S:1:pos:R:3:mulliken_spin:R:1
Zn -0.5934 0.6566 -0.1206 0.0029
S -2.0274 0.6257 2.0137 -0.0015
O -2.7248 1.8845 2.1667 0.0061
O -0.6374 0.9034 1.7462 0.0055
O -2.2138 -0.3035 3.1205 0.0004
O -2.3061 0.1759 0.7125 0.0149
S -1.5209 1.9636 -2.0389 -0.0832
O -1.0502 3.0037 -2.9558 0.4144
O -1.2069 2.3224 -0.6816 0.0965
O -2.9831 1.8158 -2.2988 0.5302
O -0.7759 0.7371 -2.1276 0.0153
C 0.1104 -3.7428 -1.7538 0.0000
C -0.0317 -2.5432 -0.8843 0.0001
N -0.1477 -1.5545 -0.2657 0.0000
H -0.6703 -4.4361 -1.4407 0.0000
H 1.1039 -4.1372 -1.5409 0.0000
H 0.0469 -3.3986 -2.7861 0.0000
C 3.2658 0.9233 1.8532 -0.0002
C 2.2863 1.1362 0.7770 -0.0012
N 1.4706 1.2863 -0.0057 -0.0002
H 2.7163 0.8273 2.7897 0.0000
H 3.9379 1.7560 2.0606 0.0000
H 3.9515 0.0983 1.6602 0.0000
```


Entry from OMol25: 6 unconnected molecules or ions with the total composition C24H38N4O4S2 in a non-equilibrium geometry (ωB97M-V with the def2-TZVPD basis set).

Results
Energy in Ha: -2253.5759
SMILES: O=S1(=O)CCCC1.O=S1(=O)CCCC1.c1cc[nH]c1.c1cc[nH]c1.c1cc[nH]c1.CCCC#N
LUMO energy in eV: 0.359
E_HOMO in eV: -8.0
ΔE to the lowest compared entry with this formula, charge and spin in kcal per mole: 19.5
HOMO-LUMO gap in eV: 8.34

```
72
Properties=species:S:1:pos:R:3:mulliken_charge:R:1
C -12.8561 -1.3854 -22.9355 -1.0627
C -13.2586 -2.2454 -24.1251 -0.6209
C -12.5988 -3.6278 -24.0235 1.1208
C -13.1079 -4.5532 -25.0619 -0.2312
N -13.5102 -5.3065 -25.8269 -0.4230
H -13.1700 -1.7843 -21.9717 0.3825
H -13.2050 -0.3531 -22.9959 0.3986
H -11.7651 -1.3059 -22.9038 0.0661
H -13.0144 -1.8148 -25.0978 0.3200
H -14.3328 -2.4250 -24.2116 0.4715
H -12.7316 -4.1671 -23.0865 0.1787
H -11.5347 -3.5895 -24.2717 -0.5113
C -9.7888 -8.2801 -24.2671 0.5639
C -9.6655 -9.5308 -25.1655 -0.8716
C -10.6983 -9.3867 -26.2811 -0.8377
S -12.1790 -8.8648 -25.3387 1.0836
O -12.6304 -9.9666 -24.5118 -0.6714
O -13.0877 -8.1119 -26.1935 -0.6224
C -11.2264 -7.7107 -24.2762 -0.4797
H -9.0464 -7.5425 -24.5783 0.0472
H -9.5064 -8.4797 -23.2311 -0.5121
H -9.7440 -10.4097 -24.5307 0.3798
H -8.7180 -9.5754 -25.7084 0.3832
H -10.9793 -10.3004 -26.7973 0.4712
H -10.4743 -8.5624 -26.9528 0.3210
H -11.6657 -7.5141 -23.3052 0.5845
H -11.1911 -6.7695 -24.8253 0.0710
C -5.8446 -10.3646 -20.9538 -0.7326
C -4.7334 -9.3545 -20.5868 -0.5520
C -4.7044 -8.3632 -21.7433 -0.8546
S -6.4621 -7.9220 -21.8593 1.2587
O -6.7989 -7.4751 -23.1964 -0.6588
O -6.8084 -7.0992 -20.7266 -0.6721
C -7.0300 -9.5972 -21.5743 -0.4642
H -6.1489 -10.9238 -20.0718 0.3140
H -5.4832 -11.0468 -21.7211 0.3030
H -3.8148 -9.9128 -20.4158 0.3719
H -4.9929 -8.8283 -19.6685 0.3073
H -4.3292 -8.7851 -22.6746 0.3021
H -4.2027 -7.4081 -21.5822 0.4284
H -7.2097 -9.9487 -22.5895 0.2444
H -7.9451 -9.5065 -20.9937 0.4139
N -9.2479 -2.6129 -25.7518 0.0735
C -8.0299 -3.1013 -25.3159 -0.5590
C -7.6022 -2.2782 -24.2965 -0.5403
C -8.5776 -1.2587 -24.1547 -0.3112
C -9.5768 -1.4845 -25.0495 -0.6237
H -9.7744 -3.0709 -26.4727 0.2320
H -7.6450 -3.9752 -25.8120 0.4755
H -6.6961 -2.3622 -23.7221 0.3963
H -8.4858 -0.4505 -23.4463 0.4318
H -10.5271 -1.0053 -25.2138 0.4630
N -11.6262 -1.5188 -16.8126 -0.0207
C -12.1014 -2.3701 -15.8503 -0.3427
C -12.5096 -3.5289 -16.4735 -0.9001
C -12.3000 -3.3334 -17.8615 0.0506
C -11.8011 -2.0777 -18.0546 -0.6197
H -11.1245 -0.6812 -16.5898 0.1999
H -12.1672 -2.0300 -14.8304 0.3853
H -13.0735 -4.3268 -16.0213 0.3585
H -12.5527 -4.0545 -18.6217 0.4781
H -11.5769 -1.5212 -18.9483 0.4293
N -9.5245 -4.0682 -22.5465 0.1816
C -10.3693 -3.8675 -21.5021 -0.5320
C -10.6588 -5.1112 -20.9630 -1.2410
C -9.9692 -6.0733 -21.7360 -0.4358
C -9.2718 -5.3945 -22.7165 -0.2045
H -9.2567 -3.3593 -23.2150 0.3157
H -10.6688 -2.8572 -21.2805 0.4908
H -11.2134 -5.2324 -20.0476 0.3130
H -9.7842 -7.1224 -21.5679 0.5306
H -8.5722 -5.7365 -23.4591 0.5161
```